Record 1
DFT (ωB97M-V/def2-TZVPD) results for a structure of composition C34H39Br2CoN4O3Si in a non-equilibrium geometry.

The geometry in XYZ format:
```
84
Properties=species:S:1:pos:R:3:forces:R:3
Br -0.536955 -4.737470 0.881944 -0.1 -0.3 -0.3
Br 0.871056 -0.634993 2.636636 0.3 0.1 0.4
Co -0.194202 -0.277793 0.600083 -0.8 -0.6 -0.3
Si 1.398575 1.241432 -0.089201 1.2 0.8 -0.1
O -1.006437 -1.051782 -1.707064 0.0 -0.1 0.2
O -1.740133 -1.643278 0.789446 -0.2 -0.2 0.1
O 0.982442 -1.875912 -0.181049 -0.1 0.2 0.0
N -3.683900 -2.623457 0.213884 0.1 -0.1 0.2
N 1.947077 -3.183525 -1.740451 0.1 -0.1 0.1
N -1.726927 1.177168 0.847374 0.2 -0.2 -0.2
N -3.201829 2.810754 0.626183 0.0 0.0 0.0
C -2.478919 0.456746 3.166839 0.0 0.0 0.0
C 1.031009 -2.309448 -1.333433 -0.1 0.1 -0.1
C 0.120600 4.652848 -2.094899 0.0 0.1 0.0
C 1.148791 2.979824 2.166305 -0.1 0.0 0.0
C -4.303539 1.818150 4.022118 0.0 0.0 0.0
C 2.860024 -3.796899 -0.782932 0.0 0.0 0.1
C 0.565873 2.395483 -1.343705 0.2 -0.3 0.2
C -2.192405 2.119405 0.062020 0.0 0.1 0.0
C -4.342070 2.591447 2.880588 -0.1 0.1 0.0
C 0.230323 -4.289224 2.493070 0.1 0.3 0.3
C 0.001242 -1.817764 -2.346293 0.0 0.0 0.0
C -0.523572 4.164304 -3.222188 0.0 0.0 0.0
C -2.496632 1.238148 2.013140 -0.3 0.2 0.0
C -0.071462 1.919603 -2.493570 0.0 0.0 0.0
C 3.400767 2.348899 1.643990 -0.1 0.0 -0.1
C 4.907639 -0.850387 -0.878457 0.0 -0.1 0.0
C -0.616845 2.792956 -3.422805 -0.1 -0.1 0.0
C 2.843202 0.408578 -0.985382 -0.4 0.1 0.2
C -3.389407 0.764435 4.157524 0.1 -0.1 0.0
C -2.545600 -1.990530 -0.075976 0.0 0.1 0.0
C -4.711677 -2.906338 -0.775307 0.0 0.1 -0.2
C 2.094815 -3.652181 -3.106628 -0.1 -0.1 0.0
C 5.120126 -0.637220 -2.234527 0.0 0.0 -0.1
C 0.656191 3.776196 -1.160898 -0.1 0.0 0.0
C 3.856127 3.102821 2.716020 0.1 0.0 0.1
C -2.262197 -1.684536 -1.541026 0.0 0.1 0.0
C 3.063995 0.604240 -2.350459 0.0 0.0 0.1
C 3.771247 -0.346909 -0.264750 0.0 -0.1 0.0
C 1.602476 3.743992 3.226983 -0.1 0.0 0.0
C -3.427654 2.278910 1.882175 0.2 -0.3 0.1
C 2.038978 2.275855 1.352096 -0.1 -0.2 -0.3
C 2.960901 3.803982 3.508013 0.0 0.0 0.0
C -4.002981 -2.918440 1.608420 0.0 0.1 0.1
C 4.190319 0.080379 -2.972086 0.0 0.0 -0.1
H 1.742686 -4.682210 -3.201184 0.0 0.0 0.0
H 1.281688 -4.057072 2.492504 0.0 -0.1 -0.1
H 3.888899 -3.573717 -1.058531 0.0 0.0 0.0
H -3.113373 -2.784118 2.212977 0.0 0.0 0.0
H -4.299897 -3.380396 -1.666203 0.0 0.0 0.0
H 2.712772 -4.878466 -0.791885 0.0 0.0 0.0
H -0.422088 -3.901148 3.256973 -0.1 -0.1 0.0
H 5.633179 -1.407658 -0.298427 0.0 0.0 0.0
H -4.343142 -3.949560 1.693141 0.0 0.0 0.0
H -3.391788 0.173262 5.063598 0.0 0.0 0.0
H 0.896576 4.288922 3.840851 0.0 0.0 0.0
H -0.950297 4.846538 -3.945836 0.0 0.0 0.0
H -5.431649 -3.592453 -0.338943 0.0 0.0 0.0
H 6.012029 -1.020350 -2.714081 0.0 0.0 0.0
H 4.352680 0.258417 -4.027839 0.0 0.0 0.0
H 1.144450 4.163161 -0.274935 0.0 0.1 -0.1
H 0.507963 -1.169180 -3.066405 0.0 0.0 0.0
H 3.315116 4.389381 4.346244 0.0 0.0 0.0
H -0.167330 0.851819 -2.650707 0.0 0.1 0.0
H -1.772109 -0.351731 3.279725 0.0 0.0 0.0
H 4.916421 3.140857 2.931225 0.0 0.0 0.0
H -4.988713 2.029327 4.831875 0.0 0.0 0.0
H 0.216721 5.720979 -1.947323 0.0 0.0 0.0
H 2.659310 -3.405611 0.208875 0.0 0.0 0.0
H -2.317769 -2.607045 -2.123626 0.0 0.1 0.0
H 0.081363 2.910871 1.978506 0.0 0.0 0.0
H -1.118806 2.406285 -4.301165 0.0 0.0 0.0
H -3.022752 -0.991606 -1.911201 -0.1 -0.1 0.0
H -3.682629 3.590514 0.212867 0.0 0.0 -0.1
H -5.047806 3.403562 2.765361 0.0 0.0 0.0
H 3.602817 -0.540364 0.789598 0.0 0.0 0.0
H 1.560962 -3.024172 -3.814276 0.0 0.0 0.0
H -4.784932 -2.249168 1.973232 0.0 0.0 0.0
H 3.153128 -3.626959 -3.366669 0.0 0.0 0.0
H -1.824613 2.343762 -0.925481 0.0 0.0 0.0
H -5.244516 -1.999416 -1.071961 0.0 0.0 0.0
H 2.368161 1.199752 -2.928356 0.0 0.0 0.0
H -0.447142 -2.659388 -2.877545 0.1 0.0 -0.1
H 4.115974 1.815908 1.033260 0.0 0.0 0.0
```
Positions in Å, forces in eV/Å.

Computed properties:
net charge: +1
frontier orbital gap (alpha / beta): 6.789 / 8.547 eV
largest force on an atom: 1.43 eV Å⁻¹
expectation value of S²: 4.114
multiplicity: 4
energy: -233579.4438 eV
highest occupied orbital energy (alpha / beta): -10.19 / -10.66 eV

These are the natural (NBO) partial charges, in e, on atoms 1 to 8: Br 0.05; Br -0.56; Co 1.19; Si 1.46; O -0.55; O -0.70; O -0.67; N -0.40

Record 2
DFT (ωB97M-V/def2-TZVPD) results for a structure of composition C34H39N2O4Sn in a non-equilibrium geometry.

The geometry in XYZ format:
```
80
Properties=species:S:1:pos:R:3:forces:R:3
Sn -0.019868 -0.309990 -1.628444 -0.1 1.0 2.1
O -0.084553 -0.681084 3.290860 0.3 1.3 -1.4
O 2.918604 2.851395 -4.857073 -0.8 -0.7 0.6
O 1.055825 1.814446 -0.355291 -0.3 -0.8 -0.3
O -0.329124 -0.210317 -5.623622 0.0 1.1 -1.6
N 0.282242 0.297264 1.201625 0.2 0.1 -0.6
N 1.192497 2.233685 1.936836 0.1 0.0 -1.9
C -0.150068 2.207319 4.039346 -0.6 0.1 -0.1
C 0.869992 1.468817 0.827663 0.0 0.6 1.5
C -3.185642 1.297607 0.115161 1.1 0.2 2.9
C 2.608259 1.892298 -3.782052 0.6 0.8 0.1
C -1.789892 3.935563 4.462452 0.1 0.1 0.0
C 0.798396 3.427951 -3.950038 -0.1 0.0 0.2
C -3.160928 0.217333 -0.817301 0.1 -2.1 -0.7
C -0.048496 -0.773094 -6.956478 0.9 -1.3 -1.0
C 2.605402 2.316803 4.894308 -0.1 -0.3 0.2
C 2.143780 -1.915773 -0.937564 1.1 0.6 1.2
C -0.119805 0.574715 -7.718413 0.2 -0.1 1.0
C 1.321720 -1.470576 -6.908496 -0.1 0.1 0.3
C -0.344093 1.102253 -6.302004 -0.2 1.1 0.5
C -2.562949 -0.607125 1.235327 -0.2 0.8 0.2
C -2.113494 3.369785 5.697462 -0.1 -0.4 -0.5
C 0.290398 0.254668 2.567020 -0.1 -1.9 1.5
C 4.028368 -0.084196 4.822617 -0.2 0.3 -0.2
C 1.883964 3.891603 -4.929913 1.0 -0.3 -0.6
C 1.105911 1.954973 -3.521283 -0.1 0.2 0.3
C 3.680730 2.120667 5.769358 -0.2 -0.1 -0.4
C 4.396031 0.916698 5.727857 -0.1 0.1 -0.1
C -2.876431 -0.964925 -0.103887 0.4 0.7 -1.5
C -1.498545 2.168096 6.061495 0.4 0.1 -0.2
C -2.685270 0.804656 1.361633 -1.3 0.8 -1.3
C 0.231150 -2.784913 0.047958 -0.9 -0.3 -1.8
C 0.916657 1.539685 3.168200 0.2 -0.1 0.4
C -1.131962 -1.736362 -7.401332 0.1 0.0 0.4
C -0.811945 3.364932 3.628820 0.0 0.1 0.4
C 2.256710 -1.814095 0.453560 1.2 0.5 -1.6
C 2.936305 0.115469 3.956744 0.1 0.0 0.5
C 2.192070 1.299203 4.016933 0.2 -0.1 -0.1
C 0.850255 -2.536263 -1.226837 -0.9 -1.1 1.4
C 1.058712 -2.292190 1.045071 -0.3 -0.4 1.1
C -0.526724 1.593545 5.242065 0.1 0.1 0.0
H -2.550833 1.375018 2.277832 -0.1 -0.1 -0.3
H 2.119032 -0.826021 -6.496824 -0.4 0.0 -0.4
H 0.934877 1.932630 -2.416491 0.2 0.0 -0.9
H 1.225462 -2.304112 -6.201309 0.1 0.0 -0.2
H -0.711306 -3.313877 0.227434 0.4 0.4 -0.2
H 2.023350 3.239666 4.941338 0.2 -0.2 0.1
H 4.587773 -1.026164 4.783526 -0.3 0.4 0.0
H 1.635081 -1.869226 -7.886556 -0.2 0.2 0.3
H 0.919191 4.015182 -3.039699 -0.4 0.1 0.0
H 0.495646 1.746140 -5.967488 -0.6 -0.4 -0.1
H -2.093498 -1.216463 -7.437778 0.0 -0.2 0.0
H 3.054503 2.224580 -2.826327 0.3 0.1 -0.5
H -0.905813 -2.146736 -8.396455 0.0 0.1 0.3
H 1.528009 4.028051 -5.995567 0.3 -0.7 1.0
H -0.036900 0.659765 5.526765 -0.2 0.3 0.0
H 2.375620 4.882105 -4.704659 -0.6 -1.0 0.3
H -2.872799 -1.975213 -0.477990 -0.1 0.0 -0.2
H -1.316555 1.601431 -6.165724 0.4 0.0 0.2
H 1.803729 3.029359 1.813980 -0.1 -0.1 0.3
H 3.137353 -1.501609 1.026779 -0.5 0.1 -0.5
H 0.809068 0.965910 -8.164069 -0.5 -0.4 0.0
H 0.826987 -2.315848 2.120837 0.2 0.0 -0.7
H -0.542328 3.850096 2.683986 -0.2 -0.2 0.4
H 0.535684 1.129055 -3.992935 0.2 0.7 -0.2
H -1.183040 -2.548955 -6.666316 -0.2 0.0 -0.3
H 0.546188 -2.978023 -2.178697 0.1 0.1 0.3
H -3.604081 2.283717 -0.055426 0.4 -0.1 -0.1
H -2.890953 3.803100 6.335398 0.4 -0.1 -0.3
H 2.639301 -0.695812 3.288755 0.0 0.2 0.2
H 3.053382 0.889535 -3.981134 -0.4 0.8 -0.4
H -3.364546 0.278222 -1.894399 -0.2 0.0 0.6
H -2.296926 4.845110 4.136181 0.2 -0.2 0.1
H 3.938529 2.913310 6.479671 0.0 -0.4 -0.3
H 2.921217 -1.675622 -1.669548 -0.4 -0.2 0.3
H -0.199473 3.552341 -4.369758 0.0 0.1 0.2
H -1.739682 1.686269 7.002887 -0.1 0.0 -0.1
H 5.249487 0.776018 6.395867 -0.3 0.0 -0.2
H -2.313476 -1.302730 2.017954 0.1 0.0 0.2
H -0.986749 0.669572 -8.384277 0.4 -0.1 0.1
```
Positions in Å, forces in eV/Å.

Computed properties:
net charge: +1
frontier orbital gap (alpha / beta): 4.605 / 6.113 eV
energy above the lowest of the compared OMol25 structures with the same formula, charge and spin: 0.774 eV
largest force on an atom: 3.12 eV Å⁻¹
energy: -52880.5769 eV
highest occupied orbital energy (alpha / beta): -11.05 / -11.06 eV

These are the Löwdin partial charges, in e, on atoms 1 to 8: Sn 1.66; O 0.04; O -0.15; O -0.08; O -0.13; N 0.15; N 0.17; C -0.18

Record 3
DFT (ωB97M-V/def2-TZVPD) results for a cluster of 2 separate species, C34H39N2OS2 in total in a non-equilibrium geometry.

The geometry in XYZ format:
```
78
Properties=species:S:1:pos:R:3:forces:R:3
S -4.290684 1.795082 1.912589 -0.3 -0.2 -0.4
S -2.063445 3.705843 1.538523 1.0 1.2 -0.1
O 1.887588 -1.529392 -2.030531 -0.5 0.7 0.6
N 0.460442 0.778705 0.045215 0.6 -0.2 1.3
N 2.563231 0.158567 0.227520 -1.8 0.4 0.5
C 1.092818 1.712602 0.850177 -0.7 0.1 -0.5
C 1.321908 -0.237653 -0.188610 1.3 1.9 -0.6
C 6.008954 -0.066879 -1.160477 -0.3 -0.1 0.2
C -1.871970 0.276976 0.473247 -0.8 0.5 0.5
C -0.861568 -1.814903 -2.765114 0.4 -0.3 -0.8
C -1.539114 0.101044 1.923073 0.0 -0.6 0.4
C -3.110840 -0.103789 -0.092194 -0.1 0.2 -0.2
C -2.500276 0.890673 -2.199300 0.8 0.3 0.3
C -2.305572 -2.975175 -0.555440 0.0 0.0 0.4
C -4.836768 2.996810 3.175418 -0.2 -0.2 0.1
C -0.391063 -2.621156 0.882940 -0.2 -0.1 0.2
C -0.902409 0.775648 -0.397494 -0.4 -0.7 -0.9
C 6.387106 -1.372748 -0.848581 -0.4 -0.1 0.0
C 3.258410 -2.634287 0.876436 -0.1 -0.5 0.2
C 7.744519 -1.902110 -1.211484 0.3 0.0 -0.1
C -1.091820 -3.203375 1.947523 0.0 -0.1 -0.2
C 2.378773 1.346484 0.949247 0.7 -0.7 -0.4
C -1.197038 1.123125 -1.731507 -0.7 0.0 -0.2
C -2.433206 -3.565247 1.782693 0.2 0.0 0.5
C -3.047128 2.475722 0.986163 -1.0 0.0 -0.9
C -1.025006 -2.384864 -0.351181 -0.5 0.1 0.3
C 3.834053 -0.392999 -0.151656 1.3 -0.6 -0.1
C -3.449488 0.223924 -1.402416 0.2 -0.1 0.5
C 4.188298 -1.713163 0.161977 0.2 0.1 -0.1
C 4.742385 0.431736 -0.830506 0.0 -0.3 0.0
C -3.251662 4.803348 2.381952 0.3 -0.2 0.3
C 1.000821 -1.184444 -1.233345 -1.5 -2.0 -1.6
C -3.032768 -3.473439 0.519317 0.4 -0.2 -0.4
C -4.795010 -0.141637 -1.968999 -0.1 0.0 0.0
C 5.453480 -2.190119 -0.202855 -0.2 0.6 -0.1
C -0.455653 -1.525845 -1.368500 2.4 -1.1 0.1
C -0.117917 1.585596 -2.667649 0.0 0.3 -0.3
C -3.892056 4.115480 3.576646 0.0 0.2 0.0
C 4.368321 1.812389 -1.260493 0.2 0.6 -0.3
H -3.848968 -0.625130 0.526474 0.4 0.2 -0.1
H -3.063689 2.358680 -0.104020 0.0 -0.5 0.5
H 3.838712 -3.463967 1.298497 -0.2 0.2 0.0
H -3.122156 3.739888 4.259430 -0.1 0.2 -0.1
H 8.127482 -2.571841 -0.434438 -0.1 0.1 -0.1
H 0.647712 -2.292921 1.010125 -0.5 -0.3 0.1
H -0.972069 -2.901417 -2.906203 0.1 0.2 -0.2
H 3.468796 1.823256 -1.893059 0.1 0.0 0.2
H 2.525167 -3.078284 0.188314 0.1 0.2 0.2
H 0.648191 0.811485 -2.855571 -0.3 0.3 0.2
H 5.719728 -3.216946 0.042391 -0.1 0.2 0.0
H 3.196770 1.841615 1.427514 0.2 0.0 0.2
H -4.498398 4.865063 4.092210 0.1 -0.1 0.2
H -2.417736 -0.255646 2.477382 0.3 0.1 -0.1
H 5.191696 2.221543 -1.856622 -0.3 0.0 0.1
H -3.002500 -3.953361 2.634987 0.3 0.1 -0.4
H -2.628874 5.661184 2.676012 -0.4 -0.2 -0.1
H -5.544670 -0.200643 -1.171726 0.1 0.0 -0.2
H -5.097930 2.360906 4.041079 0.0 0.4 -0.4
H -1.203768 1.046787 2.370056 -0.1 -0.1 0.0
H 0.555260 2.568186 1.217736 0.1 0.1 0.1
H 2.734322 -2.137112 1.700629 0.0 -0.1 -0.1
H -5.121673 0.603709 -2.703941 0.0 -0.2 0.2
H 0.376351 2.490880 -2.285949 0.0 -0.3 -0.1
H -3.986964 5.099778 1.625044 0.2 0.1 0.2
H 8.459023 -1.083304 -1.342465 -0.1 -0.1 0.0
H 7.726276 -2.472691 -2.149389 -0.1 0.1 0.2
H -4.770948 -1.117541 -2.476168 0.1 0.2 0.1
H -2.734996 -2.985755 -1.558084 0.0 0.2 0.4
H 4.209191 2.486967 -0.410315 0.0 -0.1 -0.3
H -0.743003 -0.638282 2.066812 -0.2 0.3 0.0
H -4.055752 -3.828664 0.358684 0.4 0.1 0.1
H -1.810598 -1.371209 -3.067675 -0.2 0.1 0.1
H 6.715880 0.588652 -1.676619 -0.3 -0.2 0.1
H -0.575964 -3.365215 2.903730 -0.3 0.1 -0.4
H -2.749110 1.150115 -3.233195 0.1 0.0 0.4
H -0.571533 1.831450 -3.639021 0.2 0.0 0.3
H -5.755872 3.395797 2.720425 0.2 -0.1 0.4
H -0.092061 -1.462534 -3.465365 -0.3 -0.1 0.1
```
Positions in Å, forces in eV/Å.

Computed properties:
net charge: +1
frontier orbital gap: 3.421 eV
energy above the lowest of the compared OMol25 structures with the same formula, charge and spin: 0.000 eV
largest force on an atom: 2.95 eV Å⁻¹
energy: -62579.7651 eV
highest occupied orbital energy: -8.29 eV

These are the Löwdin partial charges, in e, on atoms 1 to 8: S 1.01; S 0.93; O 0.08; N 0.08; N 0.11; C 0.01; C -0.09; C 0.01